1.
The following is a quantum chemistry calculation of the ion CH3N2O2 with charge -1, from OMol25.

The SMILES is CN=[N+]([O-])[O-]. As for the gap between HOMO and LUMO: 8.287 eV. The net charge is -1. The calculation puts the LUMO energy at 4.6 eV. Its energy above the lowest of the compared OMol25 structures with the same formula, charge and spin is 4.073 eV.

```
8
Properties=species:S:1:pos:R:3:mulliken_charge:R:1
C -0.5417 -0.9316 0.4667 -0.62
N -0.5622 0.5938 -0.3013 -0.70
N 0.5834 1.0218 -0.5374 1.15
O 0.6720 2.0799 -1.1534 -0.78
O 1.6329 0.3498 -0.2745 -0.75
H -0.5530 -0.4511 1.5074 0.17
H 0.3748 -1.5209 0.1625 0.29
H -1.6062 -1.1417 0.1299 0.25
```


2.
The following is a quantum chemistry calculation of a cluster of 2 separate species, C2H2N2OS in total, from OMol25.

As for the gap between HOMO and LUMO (spin up / spin down): 8.044 / 8.033 eV. The net charge is 0. The calculation puts the LUMO energy (spin up / spin down) at -1.7 / -1.7 eV. Its energy above the lowest of the compared OMol25 structures with the same formula, charge and spin is 4.738 eV.

```
8
Properties=species:S:1:pos:R:3:mulliken_charge:R:1
C -1.4670 0.9025 0.8835 -0.06
C -0.0008 -0.2344 -0.2625 0.30
N -2.3623 1.4629 1.3149 -0.37
N 1.0090 0.5512 -0.4643 -0.37
O 0.7064 -2.5731 -0.7304 -0.52
S -0.4552 -1.8373 -0.1147 0.40
H 0.6277 1.4688 -0.6478 0.32
H 1.9422 0.2595 0.0213 0.30
```


Which formula does entry 2 have? C2H2N2OS